# 1
ORCA calculation (the ωB97M-V functional and the def2-TZVPD basis) on a 2-piece molecular cluster, C4H9BrO overall.

Last column: natural (NBO) charge in e.
Atoms and positions in Å:
H1 1.07 -2.69 -0.61  0.243
O1 -0.16 -0.25 -0.86  -0.587
H2 0.12 2.39 -1.04  0.218
H3 -1.28 0.26 0.79  0.136
C1 1.87 -1.96 -0.58  -0.679
H4 2.87 -2.37 -0.01  0.230
H5 -1.43 2.65 -0.12  0.211
H6 0.14 2.41 0.64  0.201
H7 -1.75 0.63 -0.91  0.185
C2 1.49 -0.71 0.17  -0.012
C3 -0.95 0.71 -0.25  -0.054
H8 2.00 -1.73 -1.72  0.246
C4 -0.48 2.15 -0.22  -0.648
H9 1.26 -0.88 1.17  0.194
Br1 2.68 0.66 -0.10  0.116

As for the energy relative to the best compared isomer or geometry (same formula, charge and spin): 3.178 eV. The LUMO energy (spin up / spin down) comes out at 0.0165 / 0.0165 Eh.

# 2
ORCA calculation (the ωB97M-V functional and the def2-TZVPD basis) on a 2-piece molecular cluster, C6H14O2 overall.

Last column: natural (NBO) charge in e.
Atoms and positions in Å:
H1 -1.88 -2.89 0.04  0.472
H2 0.44 0.20 2.10  0.208
H3 -0.87 0.48 -1.13  0.222
C1 -0.33 1.42 -0.99  -0.515
H4 0.54 1.24 -1.63  0.231
H5 2.35 -0.93 0.62  0.210
H6 0.56 2.64 0.46  0.228
C2 0.87 0.55 1.14  -0.426
O1 -1.04 3.69 -1.09  -0.527
C3 0.55 -1.96 0.85  -0.607
H7 1.73 0.97 1.67  0.218
H8 0.71 -2.23 1.90  0.206
C4 1.31 -0.71 0.37  -0.400
H9 -0.50 -1.68 0.81  0.190
H10 0.83 -2.84 0.30  0.202
C5 0.09 1.66 0.48  -0.409
O2 -1.89 -2.97 -0.92  -0.940
C6 -1.08 2.58 -1.56  0.440
H11 1.06 -0.62 -0.68  0.199
H12 -0.83 1.89 0.96  0.213
H13 -1.66 2.45 -2.49  0.114
H14 -0.97 -2.94 -1.22  0.471

As for the energy relative to the best compared isomer or geometry (same formula, charge and spin): 1.689 eV. The SMILES is CCCCCC=O.O. The LUMO energy comes out at 0.0278 Eh.

# 3
ORCA calculation (the ωB97M-V functional and the def2-TZVPD basis) on a single C5H7NO3 molecule.

Last column: natural (NBO) charge in e.
Atoms and positions in Å:
C1 -0.56 -1.08 1.01  -0.486
C2 -2.29 -0.01 -0.64  -0.072
H1 -0.15 -2.10 1.25  0.229
H2 -0.80 -1.86 -0.96  0.237
H3 2.62 2.01 0.17  0.224
N1 2.59 0.05 -0.05  -0.172
H4 -2.16 0.29 -1.72  0.182
C3 0.41 -0.42 0.04  0.471
O1 0.61 1.04 0.10  -0.497
C4 1.97 1.12 0.02  0.319
H5 -1.77 1.57 0.09  0.462
H6 -0.95 -0.62 1.89  0.246
O2 1.57 -0.98 -0.48  -0.383
C5 -1.05 -0.98 -0.25  -0.260
O3 -2.52 1.11 0.25  -0.692
H7 -3.15 -0.69 -0.46  0.191

As for the energy relative to the best compared isomer or geometry (same formula, charge and spin): 6.260 eV. The SMILES is OC[C@@H]1C[C@]12OC=NO2. The LUMO energy comes out at 0.0276 Eh.

# 4
ORCA calculation (the ωB97M-V functional and the def2-TZVPD basis) on a 7-piece molecular cluster, C17H48N4O7 overall.

Last column: Mulliken charge in e.
Atoms and positions in Å:
H1 -1.34 1.32 0.32  -0.331
C1 -2.08 1.85 0.91  -0.672
C2 0.79 0.94 0.42  0.368
H2 0.23 1.41 1.23  -1.614
H3 0.69 0.66 -5.31  0.374
O1 1.19 -0.75 -1.20  -0.224
H4 0.14 0.93 -1.75  -1.374
N1 1.34 1.38 3.28  -0.266
C3 -2.62 -2.71 2.67  0.074
H5 3.25 2.97 -2.63  0.173
C4 -0.56 1.31 -3.81  -0.239
H6 -3.03 1.82 0.37  0.418
H7 2.34 -4.45 -2.47  0.421
C5 -1.58 3.24 1.19  0.948
O2 3.29 -2.57 -0.86  -0.435
H8 -4.40 -1.87 3.20  0.439
O3 -3.08 -3.69 1.80  -0.557
C6 0.58 -0.56 0.02  1.959
N2 3.87 2.55 -1.96  -0.382
H9 -3.79 -4.12 2.28  0.384
H10 1.20 -4.28 1.33  0.496
O4 4.44 0.57 -1.00  -0.728
H11 -1.32 -2.00 1.17  -0.604
C7 -1.29 -2.27 2.23  0.026
H12 1.47 0.78 -2.89  1.041
C8 1.80 -4.14 -1.58  -1.216
N3 -0.28 0.89 4.58  -0.400
H13 -0.60 -3.11 2.26  0.446
C9 2.49 -3.64 -0.32  0.115
H14 -0.67 3.39 1.77  0.214
H15 1.76 1.76 -2.13  0.258
N4 2.42 1.05 -1.86  -0.110
H16 -0.70 -0.25 -5.26  0.315
H17 -3.56 -0.85 2.00  0.250
H18 -2.29 1.17 1.74  0.123
H19 -1.17 -1.78 -0.52  0.833
H20 -3.40 4.08 1.60  0.389
H21 0.29 -0.52 -2.63  0.799
C10 -0.39 0.79 -5.24  -1.582
H22 -0.62 1.40 -6.11  0.362
H23 -1.13 5.16 -0.19  0.365
H24 -1.44 -0.30 0.44  -0.082
C11 -1.48 4.13 -0.15  -1.241
H25 1.83 1.19 0.62  0.974
H26 2.12 0.09 -1.73  0.109
H27 -0.92 3.55 -0.88  0.062
C12 3.64 1.39 -1.48  0.534
H28 3.15 -4.41 0.07  0.402
C13 -3.45 -1.43 2.91  -1.185
C14 -0.84 -0.75 -0.35  -1.118
H29 -2.47 4.12 -0.62  0.381
C15 1.45 -3.38 0.77  -0.820
H30 1.98 1.07 3.99  0.212
H31 -1.58 1.09 -3.50  0.446
H32 3.85 -2.90 -1.57  0.317
H33 4.82 2.87 -1.85  0.271
H34 0.31 0.35 5.20  0.171
H35 0.39 1.56 -0.39  -0.461
H36 -1.24 1.08 4.81  0.294
H37 0.88 -1.20 0.85  -0.063
H38 0.93 -3.57 -1.90  0.170
H39 -3.12 -0.91 3.80  0.230
H40 1.81 -2.65 1.49  0.433
H41 1.60 2.04 2.56  0.306
H42 -0.89 -1.43 2.80  -0.049
H43 1.30 -5.08 -1.38  0.392
O5 -0.67 1.98 2.66  -0.684
H44 1.19 -1.67 -1.46  -0.173
C16 0.41 0.56 -2.74  -0.133
H45 -1.14 -0.14 -1.21  -0.274
C17 0.10 1.38 3.45  0.195
O6 -0.39 2.70 -3.98  -0.614
O7 -2.56 3.90 2.05  -0.646
H46 -1.24 3.14 -3.90  0.376
H47 -2.52 -3.24 3.62  0.429
H48 0.51 -2.99 0.39  -0.021

As for the energy relative to the best compared isomer or geometry (same formula, charge and spin): 11.628 eV. The SMILES is NC(N)=O.NC(N)=O.CC(C)O.CC(C)O.CC(C)O.CC(C)O.CC(C)O. The LUMO energy comes out at 0.0119 Eh.

# 5
ORCA calculation (the ωB97M-V functional and the def2-TZVPD basis) on C5H12S as an isolated structure.

Last column: natural (NBO) charge in e.
Atoms and positions in Å:
C1 -1.40 -1.56 0.14  -0.707
H1 -1.12 1.53 1.75  0.170
H2 -0.70 -2.21 -0.32  0.198
H3 0.91 -1.51 0.87  0.215
C2 1.26 0.46 0.48  -0.533
C3 -0.80 2.06 0.88  -0.840
H4 0.41 0.34 -2.44  0.235
C4 -0.32 0.89 -1.74  -1.013
C5 1.61 -0.95 0.32  -0.631
H5 -1.55 -1.76 1.20  0.190
H6 2.68 -1.14 0.56  0.227
H7 -1.11 1.33 -2.27  0.232
H8 1.82 1.07 -0.28  0.257
H9 1.37 0.82 1.58  0.251
S1 -0.45 0.63 -0.10  1.150
H10 -2.37 -1.41 -0.31  0.205
H11 -1.66 2.51 0.47  0.187
H12 1.41 -1.10 -0.79  0.207

As for the energy relative to the best compared isomer or geometry (same formula, charge and spin): 7.252 eV. The LUMO energy (spin up / spin down) comes out at -0.0075 / -0.0076 Eh.

# 6
ORCA calculation (the ωB97M-V functional and the def2-TZVPD basis) on a 2-piece molecular cluster, C4H3F6N overall.

Last column: natural (NBO) charge in e.
Atoms and positions in Å:
C1 -1.01 -1.20 2.07  0.945
F1 -2.25 1.87 -0.25  -0.345
F2 -1.92 1.95 1.91  -0.293
C2 0.47 -0.22 0.12  -0.283
N1 -0.82 -0.93 -0.41  -0.575
H1 0.67 0.75 -0.25  0.208
H2 1.41 -0.83 0.13  0.242
F3 -3.40 0.51 1.11  -0.308
C3 -0.80 -0.34 0.84  -0.011
H3 -1.37 -0.34 -1.03  0.376
F4 -2.15 -1.84 2.06  -0.289
C4 -2.25 1.17 0.94  0.999
F5 -0.88 -0.44 3.24  -0.340
F6 0.01 -2.09 2.12  -0.326

As for the energy relative to the best compared isomer or geometry (same formula, charge and spin): 1.076 eV. The LUMO energy comes out at 0.0235 Eh.